ORCA calculation (ωB97M-V/def2-TZVPD) on the molecule C5H8O in a non-equilibrium geometry.

- Orbital gap: 10.7234 eV
- Relative energy (zero: lowest compared OMol25 entry of this formula, charge and spin): 346.9 kJ/mol
- LUMO energy: 0.04217 hartree
- Net charge: 0
- SMILES: C[C@H]1C[C@H]2O[C@@H]12
- Highest occupied orbital energy: -9.576 eV

Atoms and positions in Å:
C (-1.120, -0.442, -1.149)
C (0.201, -0.418, -0.490)
C (0.971, 0.904, -0.177)
C (0.880, 0.604, 1.321)
O (-0.523, 0.544, 1.623)
C (0.090, -0.597, 1.047)
H (-1.956, -0.336, -0.191)
H (-1.522, -1.358, -1.600)
H (-1.386, 0.359, -1.844)
H (0.852, -1.180, -0.930)
H (0.463, 1.825, -0.478)
H (1.988, 0.884, -0.573)
H (1.556, 0.860, 2.126)
H (-0.494, -1.649, 1.315)

***

ORCA calculation (ωB97M-V/def2-TZVPD) on a cluster of 3 separate species, C5H11N4 in total in a non-equilibrium geometry.

- Orbital gap: 11.1245 eV
- Relative energy (zero: lowest compared OMol25 entry of this formula, charge and spin): 89.6 kJ/mol
- LUMO energy: -0.09053 hartree
- Net charge: +1
- Highest occupied orbital energy: -13.588 eV

Atoms and positions in Å:
C (-3.131, -0.343, -0.298)
C (-2.171, 0.628, -0.486)
C (-1.282, -1.423, -0.596)
C (3.110, -0.156, 2.145)
C (1.900, -0.387, 1.396)
N (-2.612, -1.582, -0.393)
N (-1.043, -0.142, -0.694)
N (0.903, -0.701, 0.921)
N (1.065, 1.478, -1.354)
H (-4.184, -0.060, -0.142)
H (-2.054, 1.622, -0.477)
H (-0.634, -2.146, -0.939)
H (3.608, -1.091, 2.204)
H (3.552, 0.726, 1.649)
H (2.882, 0.326, 3.048)
H (-0.113, 0.354, -0.663)
H (0.350, 2.191, -1.453)
H (1.908, 1.949, -0.962)
H (-3.221, -2.322, -0.622)
H (1.169, 1.078, -2.284)

***

ORCA calculation (ωB97M-V/def2-TZVPD) on a cluster of 6 separate species, C10H20Br8Cl4 in total in a non-equilibrium geometry.

- Orbital gap (spin up / spin down): 8.4353 / 2.2707 eV
- Multiplicity: 2
- LUMO energy (spin up / spin down): -0.12881 / -0.35536 hartree
- <S²>: 0.756
- Net charge: +1
- Highest occupied orbital energy (spin up / spin down): -11.940 / -11.940 eV

Atoms and positions in Å:
Br (-0.657, 3.424, 3.012)
C (1.012, 4.024, 2.149)
C (1.090, 3.560, 0.698)
Br (2.768, 4.215, 0.049)
H (1.843, 3.746, 2.798)
H (1.012, 5.104, 2.005)
H (0.265, 3.961, 0.109)
H (1.056, 2.476, 0.581)
Br (4.606, 1.700, -4.355)
C (3.824, 1.715, -2.560)
C (4.586, 0.783, -1.632)
Br (3.626, 0.381, 0.069)
H (2.796, 1.395, -2.733)
H (3.914, 2.749, -2.226)
H (5.565, 1.185, -1.372)
H (4.797, -0.127, -2.194)
Br (1.066, -3.512, 1.033)
C (1.408, -5.192, 2.020)
C (2.799, -5.300, 2.667)
Br (3.226, -3.710, 3.774)
H (1.212, -6.011, 1.327)
H (0.628, -5.346, 2.766)
H (3.588, -5.432, 1.926)
H (2.939, -6.176, 3.300)
Br (-3.988, 0.884, -5.157)
C (-4.895, 1.562, -3.461)
C (-6.359, 1.471, -3.560)
Br (-7.052, 2.164, -1.823)
H (-4.805, 2.614, -3.191)
H (-4.520, 0.917, -2.666)
H (-6.752, 0.498, -3.857)
H (-6.757, 2.103, -4.354)
C (-2.069, -2.145, 3.880)
Cl (-2.013, -0.920, 2.538)
Cl (-1.978, -3.875, 3.317)
H (-1.142, -2.001, 4.436)
H (-2.960, -1.963, 4.481)
C (-0.666, -0.259, -0.578)
Cl (0.426, 0.762, -1.549)
Cl (-2.157, -0.544, -1.548)
H (-0.215, -1.225, -0.351)
H (-1.066, 0.347, 0.235)

***

ORCA calculation (ωB97M-V/def2-TZVPD) on a cluster of 2 separate species, C8H16 in total in a non-equilibrium geometry.

- Orbital gap: 10.0686 eV
- Relative energy (zero: lowest compared OMol25 entry of this formula, charge and spin): 103.5 kJ/mol
- LUMO energy: 0.03153 hartree
- Net charge: 0
- SMILES: C=C(C)C.C=C(C)C
- Highest occupied orbital energy: -9.211 eV

Atoms and positions in Å:
C (3.454, -2.179, -0.501)
C (2.251, -2.067, -1.116)
C (1.176, -3.169, -0.922)
C (1.880, -0.789, -1.899)
H (4.208, -1.389, -0.595)
H (3.714, -3.064, 0.091)
H (0.820, -3.633, -1.857)
H (0.305, -2.785, -0.366)
H (1.670, -3.944, -0.311)
H (0.958, -0.298, -1.544)
H (1.703, -1.177, -2.916)
H (2.685, -0.036, -1.944)
C (-2.011, 2.496, 2.689)
C (-2.012, 2.165, 1.365)
C (-3.198, 2.548, 0.387)
C (-0.980, 1.238, 0.763)
H (-1.181, 2.188, 3.335)
H (-2.836, 3.051, 3.149)
H (-2.739, 2.822, -0.578)
H (-3.830, 3.385, 0.727)
H (-3.838, 1.663, 0.234)
H (-0.067, 1.159, 1.377)
H (-0.696, 1.576, -0.248)
H (-1.437, 0.237, 0.683)